<A>
Molecular formula: CF2N2
Method: DFT, ωB97M-V/def2-TZVPD

Each line ends with the Mulliken charge.
Positions of all 5 atoms, in Å:
F -0.623 -1.272 0.053  -0.209
C -0.287 0.017 -0.040  0.756
F -1.584 0.761 -0.054  -0.211
N 0.882 0.438 0.640  -0.176
N 1.142 0.111 -0.522  -0.159

net charge: 0
SMILES: FC1(F)N=N1
Kohn-Sham gap: 10.55 eV

=====

<B>
Molecular formula: CF2N2
Method: DFT, ωB97M-V/def2-TZVPD

Each line ends with the Mulliken charge.
Positions of all 5 atoms, in Å:
C -1.024 -0.044 0.042  0.195
N 1.511 -0.282 -0.291  0.130
N 2.149 -0.113 -1.167  -0.149
F -1.217 -0.697 1.112  -0.085
F -1.420 1.136 0.305  -0.090

net charge: 0
Kohn-Sham gap: 11.27 eV

=====

Each structure's energy above the most stable one, in hartree: <A> 0.0708; <B> 0.0000.

=====

<A>
Molecular formula: C4H5N2
Method: DFT, ωB97M-V/def2-TZVPD

Each line ends with the Mulliken charge.
Positions of all 11 atoms, in Å:
C -1.763 0.382 -0.068  -0.020
N -0.470 0.258 0.077  -0.007
C 0.093 -0.999 -0.012  -0.043
C 1.421 -0.922 0.059  -0.436
N 1.833 0.422 -0.125  -0.194
C 0.930 1.214 0.053  0.029
H -2.449 -0.274 -0.525  0.277
H -2.171 1.270 0.219  0.287
H -0.597 -1.922 -0.005  0.340
H 2.256 -1.673 0.220  0.360
H 0.918 2.244 0.107  0.408

net charge: +1
SMILES: C=[N+]1C=CN=C1
Kohn-Sham gap: 8.61 eV

=====

<B>
Molecular formula: C4H5N2
Method: DFT, ωB97M-V/def2-TZVPD

Each line ends with the Mulliken charge.
Positions of all 11 atoms, in Å:
C -0.548 1.374 0.191  -0.029
C 0.412 0.814 -0.630  -0.524
C -1.245 0.430 1.122  -0.072
C 0.578 -0.562 -0.321  0.458
N -0.895 -0.754 1.060  -0.408
N 1.110 -1.682 -0.593  -0.234
H -0.747 2.549 0.259  0.305
H 1.031 1.365 -1.216  0.492
H -2.130 0.714 1.657  0.422
H 1.725 -1.839 -1.420  0.307
H 0.710 -2.410 -0.108  0.284

net charge: +1
Kohn-Sham gap: 8.78 eV

=====

<C>
Molecular formula: C4H5N2
Method: DFT, ωB97M-V/def2-TZVPD

Each line ends with the Mulliken charge.
Positions of all 11 atoms, in Å:
C 0.948 0.384 2.113  0.004
C -0.627 0.847 -0.525  -0.150
C 0.497 -0.022 -0.960  -0.012
C 0.392 -0.903 0.129  -0.056
N 1.236 0.844 3.127  -0.230
N -0.846 -0.538 -0.440  -0.031
H 0.678 -1.939 0.304  0.391
H -0.255 1.374 0.394  0.209
H -1.404 1.430 -1.236  0.299
H 0.810 -0.251 -2.025  0.287
H -1.427 -1.226 -0.882  0.290

net charge: +1
Kohn-Sham gap (alpha / beta): 8.76 / 8.76 eV

=====

Each structure's energy above the most stable one, in hartree: <A> 0.0000; <B> 0.0167; <C> 0.1775.

=====

<A>
Molecular formula: C4H5N2
Method: DFT, ωB97M-V/def2-TZVPD

Each line ends with the Mulliken charge.
Positions of all 11 atoms, in Å:
C 2.829 0.160 0.424  0.026
C -1.976 -0.197 0.039  -0.300
C -0.812 0.740 -0.126  -0.283
C 0.002 -0.318 -0.503  0.426
N 1.847 -0.055 -0.109  -0.172
N -0.658 -0.504 0.709  -0.362
H 3.896 0.084 0.593  0.377
H -2.613 0.223 0.802  0.273
H -2.308 -0.866 -0.759  0.257
H -0.652 1.699 0.140  0.347
H 0.446 -0.966 -1.210  0.409

net charge: +1
Kohn-Sham gap: 11.48 eV

=====

<B>
Molecular formula: C4H5N2
Method: DFT, ωB97M-V/def2-TZVPD

Each line ends with the Mulliken charge.
Positions of all 11 atoms, in Å:
C 3.551 -0.232 0.119  -0.130
C 2.358 0.000 0.084  -0.142
C -1.239 -1.192 -0.190  -0.117
C -1.407 1.411 0.155  -0.089
N -0.323 1.055 -0.668  -0.426
N -1.076 0.058 -0.283  0.413
H 4.164 -1.062 -0.114  0.286
H -0.456 -1.789 -0.476  0.315
H -1.948 -1.690 0.401  0.312
H -1.386 1.428 1.280  0.289
H -2.238 2.013 -0.308  0.291

net charge: +1
Kohn-Sham gap (alpha / beta): 7.12 / 7.84 eV

=====

Each structure's energy above the most stable one, in hartree: <A> 0.0000; <B> 0.1994.

=====

<A>
Molecular formula: C3H3ClO2
Method: DFT, ωB97M-V/def2-TZVPD

Each line ends with the Mulliken charge.
Positions of all 9 atoms, in Å:
O -1.291 -2.630 0.126  -0.474
C -1.981 -1.539 0.004  0.295
C -2.507 -0.484 0.044  -0.035
Cl -3.835 0.649 -0.036  -0.123
H -1.354 -3.163 -0.686  0.363
C 0.583 0.290 0.381  0.123
O 1.710 0.328 0.012  -0.409
H -0.132 1.026 0.141  0.192
H -0.017 -0.560 0.817  0.069

net charge: 0
SMILES: OC#CCl.C=O
Kohn-Sham gap: 10.10 eV

=====

<B>
Molecular formula: C3H3ClO2
Method: DFT, ωB97M-V/def2-TZVPD

Each line ends with the Mulliken charge.
Positions of all 9 atoms, in Å:
C -0.140 0.011 0.008  -1.012
C -1.643 0.220 0.026  0.704
Cl -2.314 1.774 -0.387  -0.177
O -2.335 -0.330 1.248  -0.369
C -2.601 -1.035 0.134  0.399
O -3.162 -1.953 -0.319  -0.432
H 0.411 0.803 -0.668  0.281
H 0.183 -0.924 -0.313  0.328
H -0.049 0.124 1.094  0.278

net charge: 0
SMILES: C[C@]1(Cl)OC1=O
Kohn-Sham gap: 10.66 eV

=====

Each structure's energy above the most stable one, in hartree: <A> 0.0864; <B> 0.0000.

=====

<A>
Molecular formula: CH5O2PS2
Method: DFT, ωB97M-V/def2-TZVPD

Each line ends with the Mulliken charge.
Positions of all 11 atoms, in Å:
O -1.143 -1.256 0.621  -0.512
C -1.156 -0.303 -0.371  -0.260
S -2.729 0.582 -0.420  -0.173
P 0.581 0.918 -0.481  0.464
O 1.571 1.703 0.736  -0.469
S 1.824 -0.860 -0.458  -0.405
H -0.374 -1.890 0.426  0.323
H -0.930 -0.586 -1.324  0.432
H -2.630 0.534 0.872  0.133
H 2.178 1.122 1.103  0.296
H 2.810 0.035 -0.705  0.171

net charge: 0
SMILES: O[C@@H](S)P(O)S
Kohn-Sham gap: 8.66 eV

=====

<B>
Molecular formula: CH5O2PS2
Method: DFT, ωB97M-V/def2-TZVPD

Each line ends with the Mulliken charge.
Positions of all 11 atoms, in Å:
O -0.148 -1.888 -0.734  -0.489
C 0.409 -0.651 -0.705  0.101
O -0.110 0.277 -1.616  -0.477
P -0.425 0.288 0.917  0.129
S 0.210 2.209 0.581  -0.238
S 0.750 -0.023 2.577  -0.281
H -1.114 -1.740 -0.791  0.351
H 1.539 -0.779 -0.852  0.345
H -0.288 -0.127 -2.467  0.260
H -0.627 2.430 -0.443  0.145
H -0.196 0.002 3.533  0.153

net charge: 0
SMILES: OC(O)P(S)S
Kohn-Sham gap: 9.01 eV

=====

Each structure's energy above the most stable one, in hartree: <A> 0.0377; <B> 0.0000.

=====

<A>
Molecular formula: C6H11N2S
Method: DFT, ωB97M-V/def2-TZVPD

Each line ends with the Mulliken charge.
Positions of all 20 atoms, in Å:
C 1.403 0.778 0.832  -0.315
C 1.816 1.252 -0.450  0.758
C 1.211 1.115 -1.590  0.349
C -1.354 0.787 1.224  -0.013
C 3.080 2.019 -0.571  -1.194
C 0.593 0.890 -2.683  -0.882
N -2.434 0.178 1.298  -0.146
N -2.391 -2.395 0.818  -0.864
S 0.117 -0.202 1.227  -0.140
H 2.167 1.110 1.579  0.278
H 3.430 2.181 0.421  0.366
H 3.673 1.360 -1.261  0.316
H 2.813 2.889 -1.146  0.342
H -0.042 1.644 -3.195  0.259
H 0.790 0.109 -3.380  0.294
H -2.597 -0.877 1.325  0.455
H -3.134 0.662 1.909  0.356
H -3.057 -2.462 0.097  0.273
H -2.784 -3.136 1.377  0.252
H -1.510 -2.548 0.462  0.256

net charge: +1
Kohn-Sham gap (alpha / beta): 5.81 / 7.70 eV

=====

<B>
Molecular formula: C6H11N2S
Method: DFT, ωB97M-V/def2-TZVPD

Each line ends with the Mulliken charge.
Positions of all 20 atoms, in Å:
C 1.710 0.105 -1.559  -0.153
C 2.697 -0.198 -0.462  -0.521
C -2.273 -0.226 0.025  -0.615
C -1.972 -1.613 -0.389  -0.552
C -1.015 -0.926 0.572  -0.131
C 0.215 -0.418 0.044  0.242
N 0.470 0.096 -1.247  -0.341
N 0.061 1.992 1.041  -0.658
S 1.662 -0.731 0.902  0.008
H 1.903 0.480 -2.516  0.473
H 3.433 -0.847 -0.778  0.492
H 3.194 0.836 -0.124  0.310
H -2.145 0.577 -0.668  0.279
H -3.063 -0.045 0.745  0.297
H -2.503 -2.470 0.010  0.283
H -1.430 -1.911 -1.343  0.252
H -1.051 -1.409 1.512  0.572
H -0.213 2.984 1.018  0.263
H 0.954 2.109 1.519  0.243
H -0.634 1.615 1.699  0.260

net charge: +1
Kohn-Sham gap: 8.97 eV

=====

Each structure's energy above the most stable one, in hartree: <A> 0.1319; <B> 0.0000.